(1)
Below is a 2-piece molecular cluster, C6H16 overall, with properties calculated with ωB97M-V/def2-TZVPD.

Geometry as XYZ:
```
22
Properties=species:S:1:pos:R:3:forces:R:3
C 2.58937 1.72766 1.09137 0.9242 1.4992 1.6272
C 2.45942 0.26046 0.76428 -0.5563 0.0618 1.5826
H 3.47811 2.01335 1.66737 0.5602 -0.7138 -0.3786
H 2.63667 2.43819 0.26545 -0.4439 -0.3616 -0.2695
H 1.90445 2.10656 1.86822 -0.6944 -0.3746 -0.7429
H 2.33750 -0.34966 1.67652 0.6056 0.3497 0.0738
H 1.45405 0.14652 0.38161 0.2218 -0.2215 -1.2906
H 3.30922 -0.14729 0.22771 -0.4001 -0.0710 -0.5723
C -1.24318 -0.09656 -0.54930 -2.4806 0.3218 0.5148
C -2.39962 -0.09881 0.43384 0.0839 0.6585 0.0816
C -0.42620 -1.44911 -0.17638 1.5563 -1.2167 0.1015
C -1.61708 -0.49868 -1.99489 1.8348 -0.6795 -0.5279
H -0.71019 0.83812 -0.41447 0.4181 -0.1610 -0.3996
H -3.08543 -0.93646 0.50503 0.4260 -0.5711 -0.3226
H -3.06471 0.71125 0.05250 0.3719 0.1397 0.2968
H 0.15354 -1.10532 0.69685 -0.6572 0.5812 0.3274
H -1.05510 -2.29189 0.08318 -0.1528 0.0700 -0.1988
H 0.36838 -1.68444 -0.88267 -0.5453 -0.0568 -0.5390
H -2.31847 0.23652 -2.41440 -0.2483 0.2614 0.4872
H -0.73529 -0.46338 -2.64371 -0.1314 0.1252 0.0522
H -1.99330 -1.51492 -2.07025 -0.4308 0.1226 0.1325
H -2.04214 0.15790 1.43215 -0.2618 0.2366 -0.0358
```
Positions in Å, forces in eV/Å.

HOMO energy (alpha / beta): -14.65 / -14.63 eV
calculated total energy: -237.77860 Eh
⟨S²⟩: 0.753
net charge: +1
orbital gap (alpha / beta): 11.844 / 4.633 eV
2S+1: 2

natural (NBO) population analysis, charges in e, atoms 1 to 4: -0.638 -0.606 0.230 0.217

=====

(2)
Below is one molecule with the formula CH4N2OS, with properties calculated with ωB97M-V/def2-TZVPD.

Geometry as XYZ:
```
9
Properties=species:S:1:pos:R:3:forces:R:3
O 1.67761 -0.86348 -0.32144 4.8807 2.3869 3.0225
N 1.55330 0.65782 -0.22412 -0.8521 -1.5139 0.0938
C 0.28377 0.86621 -0.19201 3.6892 4.3580 1.0262
N -0.61952 0.01706 -0.32534 -5.1792 -10.7123 1.5255
S -2.34602 -0.07559 -0.29883 -0.3475 1.0380 0.0873
H 2.62698 -0.78284 0.28670 -3.9992 -1.1114 -2.8180
H -0.10819 1.82007 0.05090 0.3995 1.5977 -0.3065
H -0.41446 -1.03153 0.08049 0.6825 3.3820 -2.0779
H -2.65348 -0.60772 0.94366 0.7260 0.5750 -0.5530
```
Positions in Å, forces in eV/Å.

HOMO energy: -8.89 eV
calculated total energy: -623.28602 Eh
structure (SMILES): O/N=C\NS
orbital gap: 9.444 eV

natural (NBO) population analysis, charges in e, atoms 1 to 4: -0.651 -0.220 0.199 -0.732

=====

(3)
Below is a 2-piece molecular cluster, C4H11NO overall, with properties calculated with ωB97M-V/def2-TZVPD.

Geometry as XYZ:
```
17
Properties=species:S:1:pos:R:3:forces:R:3
C -0.84906 -2.85682 -0.41306 1.4945 -0.0449 -1.5163
C -0.22798 -1.56002 -0.93151 -0.9815 0.9603 1.6091
C 0.31102 -0.60830 -0.12609 -2.0429 -1.3900 0.6642
C 0.19671 0.83895 -0.47667 0.7323 -0.0694 -0.6695
N 0.53250 -0.84601 1.28476 1.0023 0.6064 -0.8666
H -1.93056 -2.82024 -0.49753 -0.1244 0.0870 0.2166
H -0.50248 -3.67060 -1.06535 -0.2742 -0.0720 0.1380
H -0.51012 -3.12353 0.57196 -0.1478 -0.0464 0.4665
H -0.69545 -1.19051 -1.83738 0.4203 -0.1035 -0.3688
H 0.88802 1.47367 0.08222 0.2830 -0.0782 -0.4456
H -0.78499 1.22489 -0.24618 -0.5096 -0.1705 0.3660
H 0.26978 0.88819 -1.56473 0.4179 0.5748 0.0560
H 0.08431 -1.66902 1.63843 -0.1149 -0.4050 -0.0997
H 1.53648 -0.96113 1.40669 -0.1551 0.1652 0.4543
O 0.93074 4.99844 0.68278 0.5272 -0.2615 -0.3307
H 0.37790 5.53866 1.24005 -0.4095 0.0918 0.1654
H 0.37318 4.34338 0.25160 -0.1179 0.1559 0.1612
```
Positions in Å, forces in eV/Å.

HOMO energy: -8.57 eV
calculated total energy: -288.95659 Eh
structure (SMILES): C/C=C(/C)N.O
orbital gap: 9.455 eV

natural (NBO) population analysis, charges in e, atoms 1 to 4: -0.641 -0.240 0.174 -0.645

=====

Number 3 is which compound? C4H11NO

=====

calculated total energy of number 1 (C6H16)? -237.77860 Eh

=====

calculated total energy of number 2 (CH4N2OS)? -623.28602 Eh

=====

Number 3 is which compound? C4H11NO